# C38H90FN12O4P2

A cluster of 3 separate species, C38H90FN12O4P2 in total in a non-equilibrium geometry (ωB97M-V/def2-TZVPD, the Open Molecules 2025 dataset).

Each atom is followed by the atoms it is bonded to, with distances in Å.
Element x y z (Å)
1 C -5.235 -2.067 7.249  C2 1.553, H36 1.095, H37 1.096, H38 1.098
2 C -5.234 -2.413 5.735  C1 1.553, C3 1.542, H39 1.100, H40 1.100
3 C -5.470 -1.157 4.872  C2 1.542, C4 1.542, H41 1.104, H42 1.100
4 C -5.603 -1.489 3.372  C3 1.542, C5 1.564, H43 1.104, H44 1.100
5 C -7.066 -1.855 2.957  C4 1.564, C6 1.542, H45 1.098, H46 1.098
6 C -7.665 -0.685 2.151  C5 1.542, C7 1.548, H47 1.096, H48 1.105
7 C -9.162 -0.865 1.804  C6 1.548, C8 1.550, H49 1.099, H50 1.101
8 C -9.442 -1.355 0.360  C7 1.550, C9 1.542, H51 1.104, H52 1.098
9 C -8.685 -0.578 -0.735  C8 1.542, C10 1.537, H53 1.103, H54 1.098
10 C -9.020 0.920 -0.802  C9 1.537, C11 1.557, H55 1.101, H56 1.098
11 C -8.235 1.644 -1.935  C10 1.557, C12 1.560, H57 1.102, H58 1.097
12 C -7.086 2.573 -1.437  C11 1.560, C13 1.556, H59 1.098, H60 1.100
13 C -6.383 1.961 -0.191  C12 1.556, N14 1.458, H61 1.097, H62 1.094
14 N -5.048 2.480 0.082  C13 1.458, C15 1.472, C20 1.326
15 C -4.997 3.612 1.022  N14 1.472, C16 1.562, H63 1.094, H64 1.096
16 C -4.591 3.161 2.462  C15 1.562, O17 1.412, H65 1.107, H66 1.097
17 O -5.694 3.329 3.328  C16 1.412, C18 1.432
18 C -5.415 4.111 4.494  O17 1.432, C19 1.552, H67 1.097, H68 1.101
19 C -5.329 3.164 5.721  C18 1.552, H69 1.098, H70 1.095, H71 1.095
20 C -3.895 2.045 -0.407  N14 1.326, N21 1.350, N32 1.358
21 N -2.743 2.617 0.005  C20 1.350, C22 1.343
22 C -1.796 1.915 -0.639  N21 1.343, C23 1.496, N28 1.307
23 C -0.367 2.288 -0.401  C22 1.496, C24 1.542, H72 1.094, H73 1.101
24 C 0.530 1.151 0.128  C23 1.542, O25 1.417, C26 1.592, H74 1.101
25 O 1.646 1.812 0.699  C24 1.417, H75 0.969
26 C -0.150 0.233 1.236  C24 1.592, N27 1.482, H76 1.101, H77 1.101
27 N 0.625 0.316 2.497  C26 1.482, H78 1.013, H79 1.013
28 N -2.334 0.995 -1.395  C22 1.307, C29 1.459, N32 1.373
29 C -1.474 0.099 -2.162  N28 1.459, N30 1.461, H80 1.094, H81 1.098
30 N -1.594 -1.298 -1.753  C29 1.461, C31 1.467, H82 1.014
31 C -1.348 -2.217 -2.871  N30 1.467, H83 1.105, H84 1.097, H85 1.094
32 N -3.703 1.047 -1.307  C20 1.358, N28 1.373, C33 1.450
33 C -4.591 0.174 -2.051  N32 1.450, C34 1.551, F35 1.372, H86 1.090
34 C -4.765 -1.180 -1.315  C33 1.551, H87 1.095, H88 1.101, H89 1.090
35 F -4.132 -0.055 -3.324  C33 1.372
36 H -5.403 -2.976 7.837  C1 1.095
37 H -4.294 -1.607 7.571  C1 1.096
38 H -6.044 -1.340 7.403  C1 1.098
39 H -4.278 -2.876 5.449  C2 1.100
40 H -6.032 -3.153 5.571  C2 1.100
41 H -4.584 -0.519 5.034  C3 1.104
42 H -6.331 -0.575 5.232  C3 1.100
43 H -5.270 -0.605 2.800  C4 1.104
44 H -4.897 -2.297 3.130  C4 1.100
45 H -7.049 -2.786 2.375  C5 1.098
46 H -7.610 -2.008 3.899  C5 1.098
47 H -7.022 -0.453 1.294  C6 1.096
48 H -7.596 0.182 2.832  C6 1.105
49 H -9.761 0.032 2.014  C7 1.099
50 H -9.551 -1.645 2.478  C7 1.101
51 H -9.095 -2.401 0.299  C8 1.104
52 H -10.520 -1.380 0.156  C8 1.098
53 H -8.987 -1.016 -1.701  C9 1.103
54 H -7.616 -0.801 -0.627  C9 1.098
55 H -10.085 0.981 -1.074  C10 1.101
56 H -8.947 1.422 0.172  C10 1.098
57 H -7.828 0.902 -2.640  C11 1.102
58 H -8.949 2.277 -2.476  C11 1.097
59 H -6.392 2.814 -2.253  C12 1.098
60 H -7.563 3.511 -1.117  C12 1.100
61 H -6.400 0.865 -0.249  C13 1.097
62 H -7.016 2.197 0.669  C13 1.094
63 H -4.401 4.447 0.643  C15 1.094
64 H -6.015 4.001 1.132  C15 1.096
65 H -4.362 2.081 2.379  C16 1.107
66 H -3.667 3.643 2.802  C16 1.097
67 H -4.550 4.777 4.388  C18 1.097
68 H -6.287 4.762 4.663  C18 1.101
69 H -4.278 2.887 5.869  C19 1.098
70 H -5.939 2.283 5.492  C19 1.095
71 H -5.714 3.649 6.623  C19 1.095
72 H -0.323 3.128 0.299  C23 1.094
73 H 0.083 2.649 -1.339  C23 1.101
74 H 0.941 0.519 -0.674  C24 1.101
75 H 2.389 1.192 0.665  O25 0.969
76 H -0.022 -0.810 0.908  C26 1.101
77 H -1.207 0.475 1.422  C26 1.101
78 H 0.153 0.992 3.086  N27 1.013
79 H 0.637 -0.597 2.935  N27 1.013
80 H -0.415 0.372 -2.117  C29 1.094
81 H -1.750 0.117 -3.224  C29 1.098
82 H -0.993 -1.488 -0.959  N30 1.014
83 H -0.288 -2.148 -3.174  C31 1.105
84 H -1.953 -1.941 -3.744  C31 1.097
85 H -1.613 -3.243 -2.598  C31 1.094
86 H -5.597 0.572 -2.188  C33 1.090
87 H -4.838 -1.026 -0.233  C34 1.095
88 H -5.739 -1.566 -1.653  C34 1.101
89 H -4.024 -1.918 -1.624  C34 1.090
90 O 3.257 -0.932 -1.333  P91 1.527
91 P 4.478 -1.745 -1.760  O90 1.527, N92 1.735, N95 1.752, N98 1.725
92 N 3.635 -2.636 -2.987  P91 1.735, C93 1.447, C94 1.462
93 C 3.679 -4.056 -3.261  N92 1.447, H101 1.100, H102 1.091, H103 1.086
94 C 3.224 -1.860 -4.156  N92 1.462, H104 1.097, H105 1.093, H106 1.092
95 N 4.543 -2.614 -0.240  P91 1.752, C96 1.452, C97 1.464
96 C 4.001 -3.953 -0.083  N95 1.452, H107 1.099, H108 1.093, H109 1.089
97 C 4.099 -1.840 0.921  N95 1.464, H110 1.098, H111 1.090, H112 1.093
98 N 5.995 -2.435 -2.202  P91 1.725, C99 1.461, C100 1.449
99 C 6.540 -2.056 -3.503  N98 1.461, H113 1.096, H114 1.091, H115 1.091
100 C 6.756 -3.480 -1.549  N98 1.449, H116 1.094, H117 1.087, H118 1.094
101 H 4.657 -4.406 -3.625  C93 1.100
102 H 2.952 -4.324 -4.028  C93 1.091
103 H 3.393 -4.656 -2.402  C93 1.086
104 H 4.067 -1.637 -4.822  C94 1.097
105 H 2.780 -0.910 -3.850  C94 1.093
106 H 2.464 -2.382 -4.741  C94 1.092
107 H 2.920 -3.989 -0.274  C96 1.099
108 H 4.181 -4.312 0.933  C96 1.093
109 H 4.509 -4.678 -0.717  C96 1.089
110 H 3.004 -1.793 0.991  C97 1.098
111 H 4.483 -0.820 0.884  C97 1.090
112 H 4.478 -2.290 1.841  C97 1.093
113 H 6.192 -2.728 -4.296  C99 1.096
114 H 7.631 -2.076 -3.508  C99 1.091
115 H 6.247 -1.038 -3.765  C99 1.091
116 H 6.400 -4.471 -1.846  C100 1.094
117 H 6.741 -3.396 -0.466  C100 1.087
118 H 7.814 -3.423 -1.822  C100 1.094
119 O 9.997 0.719 0.707  P120 1.519
120 P 10.085 0.790 -0.807  O119 1.519, N121 1.726, N124 1.751, N127 1.727
121 N 10.828 2.346 -0.881  P120 1.726, C122 1.445, C123 1.463
122 C 10.527 3.441 -1.776  N121 1.445, H130 1.101, H131 1.090, H132 1.088
123 C 12.188 2.420 -0.347  N121 1.463, H133 1.098, H134 1.092, H135 1.091
124 N 8.352 0.846 -1.049  P120 1.751, C125 1.453, C126 1.463
125 C 7.645 2.080 -1.348  N124 1.453, H136 1.097, H137 1.094, H138 1.090
126 C 7.580 0.147 -0.021  N124 1.463, H139 1.096, H140 1.090, H141 1.096
127 N 10.314 0.474 -2.490  P120 1.727, C128 1.461, C129 1.447
128 C 11.692 0.316 -2.952  N127 1.461, H142 1.096, H143 1.091, H144 1.091
129 C 9.350 0.504 -3.569  N127 1.447, H145 1.094, H146 1.087, H147 1.095
130 H 10.768 3.232 -2.829  C122 1.101
131 H 11.094 4.331 -1.501  C122 1.090
132 H 9.488 3.759 -1.712  C122 1.088
133 H 12.925 1.977 -1.029  C123 1.098
134 H 12.255 1.893 0.607  C123 1.092
135 H 12.489 3.449 -0.151  C123 1.091
136 H 7.747 2.822 -0.546  C125 1.097
137 H 6.579 1.876 -1.492  C125 1.094
138 H 7.966 2.517 -2.294  C125 1.090
139 H 7.477 0.744 0.893  C126 1.096
140 H 8.045 -0.802 0.242  C126 1.090
141 H 6.573 -0.081 -0.387  C126 1.096
142 H 12.131 1.277 -3.242  C128 1.096
143 H 11.759 -0.351 -3.813  C128 1.091
144 H 12.315 -0.121 -2.171  C128 1.091
145 H 9.206 1.521 -3.944  C129 1.094
146 H 8.391 0.081 -3.284  C129 1.087
147 H 9.689 -0.105 -4.413  C129 1.095

The calculation puts the strongest force on any atom at 7.82 eV/A. Its molar mass is 860.164 g/mol. For the LUMO energy, the calculation gives -2.35 eV. The total charge is +1. The gap between HOMO and LUMO comes out at 0.256 Eh. As for the spin multiplicity: 1.